8
Properties=species:S:1:pos:R:3:forces:R:3:mulliken_charge:R:1 method="wB97M-V/def2-TZVPD" relative_energy_kcal_mol=70.7 e_homo_ha="-0.40680 / -0.36683" energy_ha=-688.294153 e_lumo_ev="-1.21 / -3.33" orbital_gap_ev="9.86 / 6.65"
S -0.488382 0.219322 1.227072 1.27 2.05 1.68 0.886
F 0.337580 -0.746164 2.323573 -1.01 0.58 -1.30 -0.236
O -0.200508 1.571641 1.748654 -0.48 -2.21 -1.10 -0.436
O -1.843869 -0.239542 1.121562 0.44 -0.28 0.09 -0.385
C 0.581897 -0.183842 -1.592878 0.60 -0.73 1.60 -0.904
H -0.307476 0.142785 -2.019181 -1.25 0.99 -0.92 0.373
H 0.390193 -1.107990 -1.033983 1.03 0.25 -0.42 0.389
H 1.530565 0.343790 -1.774819 -0.60 -0.64 0.38 0.314


7
Properties=species:S:1:pos:R:3:forces:R:3:mulliken_charge:R:1 method="wB97M-V/def2-TZVPD" relative_energy_kcal_mol=13.0 e_homo_ha="-0.35952 / -0.35951" energy_ha=-936.094397 smiles="FC=S.S" e_lumo_ev="-0.57 / -0.57" orbital_gap_ev="9.22 / 9.22"
S -1.469980 2.324196 1.623793 0.05 -1.68 -1.13 -0.190
S 2.107285 -2.121704 -1.083920 -0.56 0.99 -0.66 -0.295
F -1.824534 1.337048 -0.732142 0.30 -0.78 0.70 -0.156
C -1.535849 1.080076 0.561300 -0.49 3.62 0.58 0.038
H -1.419161 0.060113 0.804025 0.15 -1.18 -0.16 0.308
H 2.486089 -1.853127 0.156616 0.09 0.19 0.35 0.145
H 1.656150 -0.826603 -1.329671 0.46 -1.16 0.32 0.149


8
Properties=species:S:1:pos:R:3:forces:R:3:mulliken_charge:R:1 method="wB97M-V/def2-TZVPD" relative_energy_kcal_mol=118.3 e_homo_ha="-0.49411 / -0.50962" energy_ha=-744.335533 charge=+1 e_lumo_ev="-7.68 / -6.31" orbital_gap_ev="5.77 / 7.56"
I -1.262682 2.586298 0.323187 -0.72 0.10 0.22 0.611
I -1.599296 -0.493913 1.569498 0.44 0.33 0.17 0.203
N 0.595542 -1.649256 0.044745 -1.97 -1.81 2.41 -0.197
N 0.399347 2.433238 -0.568027 0.44 -1.70 -1.84 -0.370
C 0.201478 -0.495629 0.418396 -0.89 0.89 -0.18 -0.067
H 1.150165 -1.648315 -0.745578 2.02 -0.39 -1.71 0.253
H 0.251021 -2.570147 0.437056 0.59 1.26 -0.92 0.255
H 0.264425 1.837723 -1.479277 0.07 1.32 1.85 0.313


9
Properties=species:S:1:pos:R:3:forces:R:3:mulliken_charge:R:1 method="wB97M-V/def2-TZVPD" relative_energy_kcal_mol=49.0 e_homo_ha="-0.28190 / -0.28191" energy_ha=-1486.318509 e_lumo_ev="-2.52 / -2.52" orbital_gap_ev="5.15 / 5.15"
I 2.958222 0.498987 -0.427335 -0.16 0.11 -0.02 0.047
I -0.517358 1.259982 -3.039825 0.15 -0.30 0.49 0.181
S 0.949791 -0.718532 -1.092235 -0.73 0.07 0.37 0.084
S -2.519176 0.998107 -1.903498 0.43 -0.14 0.12 -0.462
N -0.038212 -0.893571 0.039266 0.32 -0.25 -1.77 -0.042
C -0.179836 -0.381707 1.341297 -0.06 0.46 0.91 -0.735
H 0.475965 -0.927137 2.032035 -0.04 0.03 -0.09 0.332
H -1.214174 -0.517125 1.658218 0.11 0.07 0.00 0.261
H 0.084779 0.680997 1.392076 -0.02 -0.05 -0.02 0.334


9
Properties=species:S:1:pos:R:3:forces:R:3:mulliken_charge:R:1 method="wB97M-V/def2-TZVPD" relative_energy_kcal_mol=154.4 e_homo_ha="-0.34722 / -0.34682" energy_ha=-1126.947366 e_lumo_ev="-1.70 / -1.69" orbital_gap_ev="7.75 / 7.75"
I -1.328158 2.283713 0.332491 0.10 0.03 -0.07 0.034
I -2.932983 -1.323692 0.520076 0.06 -0.12 0.04 0.359
P -0.386339 0.148700 -0.286881 -0.05 -0.99 -3.82 0.539
O -0.998027 -0.880368 0.748452 -0.59 -0.50 0.41 -0.514
O -0.761962 -0.697196 -2.578761 0.57 1.41 3.62 -0.520
C 1.348027 0.125736 0.249302 -0.10 0.16 -0.23 -0.795
H 1.701141 1.138640 0.415511 0.05 0.05 0.04 0.353
H 1.922810 -0.326396 -0.556042 0.02 -0.07 -0.03 0.287
H 1.435490 -0.469134 1.155853 -0.05 0.03 0.05 0.256


9
Properties=species:S:1:pos:R:3:forces:R:3:mulliken_charge:R:1 method="wB97M-V/def2-TZVPD" relative_energy_kcal_mol=43.6 multiplicity=3 e_homo_ha="-0.25659 / -0.35195" energy_ha=-1127.015769 e_lumo_ev="0.14 / -2.59" orbital_gap_ev="7.12 / 6.99"
I -1.799332 2.344398 -0.273934 -0.16 1.52 -0.33 -0.039
I -2.852071 -1.292948 -0.514659 -0.93 -1.00 -0.36 -0.010
P -1.079400 0.081303 0.274905 -0.59 -0.12 2.20 0.291
O -0.506488 -0.195697 2.074651 -0.02 -0.12 -1.40 -0.324
O 0.018360 -0.308397 -0.773535 0.04 -0.64 -0.71 -0.152
C 1.356861 -0.166029 -0.315905 -0.22 -0.24 2.58 -0.567
H 1.250635 0.510643 0.603321 1.26 -0.66 -1.34 0.342
H 1.949002 0.205178 -1.123581 0.44 0.31 -0.23 0.228
H 1.662430 -1.178452 0.048738 0.19 0.95 -0.41 0.230


7
Properties=species:S:1:pos:R:3:forces:R:3:mulliken_charge:R:1 method="wB97M-V/def2-TZVPD" relative_energy_kcal_mol=16.8 e_homo_ha=-0.34550 energy_ha=-976.652943 smiles=CP(I)I e_lumo_ev=-0.71 orbital_gap_ev=8.69
I -1.698569 2.710089 -1.745071 0.45 -0.68 -0.33 -0.054
I -2.577143 -0.934736 -2.310306 -0.37 -0.13 -0.73 0.003
P -0.598635 0.481924 -2.310851 -0.23 0.05 2.54 0.052
C -0.282171 -0.031406 -0.374069 -0.52 -1.16 -0.51 -0.855
H 0.671477 -0.570266 -0.101211 -0.63 1.12 -0.68 0.281
H -1.075193 -0.788995 -0.142767 0.75 0.77 -0.25 0.273
H -0.525409 0.830548 0.245339 0.55 0.02 -0.04 0.300


7
Properties=species:S:1:pos:R:3:forces:R:3:mulliken_charge:R:1 method="wB97M-V/def2-TZVPD" relative_energy_kcal_mol=67.7 e_homo_ha=-0.26501 energy_ha=-976.571835 e_lumo_ev=-0.44 orbital_gap_ev=6.77
I -1.424111 -0.527479 2.041862 -0.17 -0.39 0.55 0.251
I -0.123941 2.191887 4.361206 0.18 -0.01 0.14 -0.100
P -2.239910 1.420083 3.451832 0.05 -0.16 -0.58 -0.211
C -0.064009 -0.023150 0.431169 -0.86 2.24 1.34 -0.743
H 0.211821 -0.965228 0.000534 0.70 -0.18 0.01 0.310
H 0.649343 0.668505 1.006145 -0.60 -1.41 -1.45 0.235
H -0.748463 0.539562 -0.218713 0.71 -0.09 -0.02 0.258


8
Properties=species:S:1:pos:R:3:forces:R:3:mulliken_charge:R:1 method="wB97M-V/def2-TZVPD" relative_energy_kcal_mol=40.6 multiplicity=3 e_homo_ha="-0.28244 / -0.35020" energy_ha=-522.145881 e_lumo_ev="-0.21 / -3.29" orbital_gap_ev="7.48 / 6.24"
I -0.336120 1.611525 -2.370534 0.37 0.46 0.12 0.277
O -1.255944 -0.252401 1.437679 -0.77 0.98 0.37 -0.513
N 0.341219 -0.540863 -0.166090 0.61 -1.22 -0.75 -0.210
N 0.593875 1.300237 -0.642132 -1.00 1.53 -0.63 -0.478
C -0.400648 -0.877032 0.875004 0.90 -1.88 0.32 0.103
H -0.004194 1.659666 0.108950 0.22 0.54 -0.13 0.315
H 1.238507 -0.954374 -0.364663 -0.09 -0.44 0.35 0.233
H -0.176696 -1.946757 1.121787 -0.25 0.04 0.35 0.273


9
Properties=species:S:1:pos:R:3:forces:R:3:mulliken_charge:R:1 method="wB97M-V/def2-TZVPD" relative_energy_kcal_mol=41.9 e_homo_ha=-0.34638 energy_ha=-556.511581 e_lumo_ev=0.54 orbital_gap_ev=9.97
I -0.946593 -1.730719 2.701121 -0.11 -0.24 -0.05 -0.001
N 0.668657 -0.623505 0.439430 1.81 0.36 -1.05 -0.462
N -1.482163 0.803754 -0.961408 -2.70 -0.73 1.27 0.745
N -2.449799 0.233466 -1.009993 0.26 -0.26 -1.09 -0.379
N -0.457671 1.309285 -0.590540 2.20 0.62 -0.19 -0.575
C -0.031191 -1.559898 0.775362 -1.09 -1.72 -1.03 -0.235
H 0.970036 0.156743 1.001333 -0.38 -0.15 0.52 0.287
H -0.268098 -2.354484 -0.039690 0.11 1.00 1.89 0.389
H -0.482432 2.300428 -0.627936 -0.10 1.13 -0.27 0.231


10
Properties=species:S:1:pos:R:3:forces:R:3:mulliken_charge:R:1 method="wB97M-V/def2-TZVPD" relative_energy_kcal_mol=0.7 e_homo_ha=-0.55352 energy_ha=-610.971553 charge=+1 smiles=Nn1cnn[n+]1I e_lumo_ev=-5.79 orbital_gap_ev=9.27
I 2.691979 -0.942416 0.036704 0.39 0.41 -0.10 0.485
N 1.144565 1.686278 -0.111506 0.71 -0.54 0.51 -0.154
N -0.116972 -0.133735 0.050069 0.51 5.58 0.11 0.539
N -0.086047 2.080028 -0.039267 -0.92 0.65 -0.44 -0.234
N -0.404640 -1.393217 -0.200634 -2.90 -1.43 -2.55 -0.701
N 1.149616 0.399203 -0.067587 0.11 -2.46 -0.25 0.057
C -0.860802 1.023653 0.006482 -0.94 -2.28 1.08 0.028
H -1.422338 -1.609895 -0.272137 0.78 1.16 -0.58 0.302
H -0.156080 -2.065443 0.432553 1.85 -1.53 2.58 0.302
H -1.939281 0.955547 0.165327 0.41 0.42 -0.34 0.374


8
Properties=species:S:1:pos:R:3:forces:R:3:mulliken_charge:R:1 method="wB97M-V/def2-TZVPD" relative_energy_kcal_mol=70.6 e_homo_ha="-0.29398 / -0.29394" energy_ha=-808.833630 e_lumo_ev="-1.58 / -1.58" orbital_gap_ev="6.42 / 6.42"
I -0.662864 3.998787 -1.272036 -0.26 -0.41 0.31 0.354
P -1.045830 -0.512927 -1.649285 -1.09 -1.66 -0.51 0.150
O 0.371992 -0.431762 -2.032337 1.25 0.24 -0.25 -0.517
N -1.414201 1.010672 -0.725261 0.00 2.62 0.92 -0.148
C -1.206099 2.157241 -0.666551 0.15 -0.71 -0.52 0.145
H 2.316431 -2.791837 3.523418 0.75 0.89 -0.54 0.002
H 2.771759 -2.249923 3.194226 -0.75 -0.89 0.54 -0.002
H -1.131188 -1.180251 -0.372174 -0.05 -0.08 0.05 0.015